[1]
Below is a molecular structure, C24H66AsF6O21S9 at a distorted geometry, with properties calculated with ωB97M-V/def2-TZVPD.

Last column: Mulliken charge in e.
Positions of all 127 atoms, in Å:
1 As -0.30 0.01 -0.73  2.449
2 F -1.72 0.94 -0.33  -0.360
3 F 0.69 1.22 0.08  -0.907
4 F 1.20 -0.86 -1.10  -0.567
5 F -1.20 -1.25 -1.55  -0.627
6 F -0.14 0.90 -2.26  -0.560
7 F -0.52 -0.84 0.82  -0.419
8 O 7.61 -2.50 -1.25  -0.585
9 S 7.81 -1.07 -1.27  1.046
10 O 8.59 -0.41 -2.32  -0.608
11 O 6.23 -0.53 -1.40  -0.175
12 C 5.48 -1.10 -2.50  -0.624
13 C 4.11 -0.48 -2.45  0.076
14 C 8.13 -0.41 0.42  -0.772
15 H 5.31 -2.16 -2.29  0.261
16 H 5.93 -0.95 -3.48  0.478
17 H 4.28 0.60 -2.39  0.135
18 H 3.49 -0.93 -1.68  -0.381
19 H 3.52 -0.65 -3.35  0.181
20 H 7.38 -0.87 1.06  0.177
21 H 7.97 0.66 0.47  0.342
22 H 9.18 -0.63 0.61  0.389
23 O 6.76 -3.42 2.01  -0.575
24 S 5.84 -4.53 1.81  1.129
25 O 5.91 -5.59 2.78  -0.671
26 O 4.34 -3.99 1.73  -0.311
27 C 4.21 -2.60 1.29  0.378
28 C 2.75 -2.22 1.14  -0.778
29 C 5.94 -5.19 0.12  -0.569
30 H 4.69 -2.63 0.31  -0.163
31 H 4.77 -1.92 1.94  0.292
32 H 2.18 -2.90 0.51  0.018
33 H 2.61 -1.18 0.86  0.012
34 H 2.29 -2.48 2.10  0.512
35 H 6.79 -5.85 0.11  0.428
36 H 6.09 -4.26 -0.44  0.072
37 H 4.96 -5.58 -0.14  0.214
38 O -1.53 0.84 5.76  -0.669
39 S -2.17 0.19 4.62  0.969
40 O -1.87 -1.17 4.22  -0.460
41 O -3.78 0.33 4.78  -0.176
42 C -4.27 1.04 5.91  -0.271
43 C -5.77 0.88 6.03  -1.172
44 C -1.96 1.24 3.15  -0.536
45 H -3.96 2.09 5.99  0.342
46 H -3.77 0.63 6.79  0.351
47 H -6.23 1.50 6.79  0.369
48 H -6.08 -0.16 6.20  0.314
49 H -6.32 1.12 5.12  0.228
50 H -2.68 1.07 2.35  -0.173
51 H -0.91 1.16 2.87  0.319
52 H -2.19 2.25 3.51  0.461
53 O 3.73 3.06 -2.21  -0.521
54 S 3.69 3.72 -0.93  1.071
55 O 4.87 4.44 -0.45  -0.663
56 O 2.43 4.78 -0.99  -0.293
57 C 2.00 5.33 0.25  -0.096
58 C 1.33 6.69 0.05  -1.306
59 C 3.05 2.45 0.28  -0.479
60 H 2.87 5.48 0.90  0.368
61 H 1.32 4.63 0.75  0.230
62 H 1.36 7.25 0.99  0.369
63 H 0.25 6.66 -0.14  0.283
64 H 1.75 7.29 -0.75  0.337
65 H 3.02 3.01 1.22  0.510
66 H 3.70 1.59 0.42  0.475
67 H 2.05 2.18 -0.04  0.058
68 O -7.17 3.65 -0.05  -0.609
69 S -6.90 3.66 1.35  1.175
70 O -7.38 2.58 2.17  -0.623
71 O -5.33 3.87 1.69  -0.237
72 C -4.30 3.92 0.69  -0.472
73 C -4.31 2.62 -0.16  -0.973
74 C -7.43 5.28 2.09  -0.989
75 H -3.37 3.81 1.24  0.335
76 H -4.36 4.81 0.07  0.322
77 H -4.40 1.76 0.50  0.290
78 H -3.42 2.55 -0.78  0.179
79 H -5.18 2.56 -0.81  0.525
80 H -8.28 5.67 1.54  0.342
81 H -6.65 5.98 2.39  0.325
82 H -7.86 4.88 3.01  0.343
83 O 0.60 0.11 -7.02  -0.631
84 S 0.18 1.25 -6.25  1.208
85 O -0.08 2.52 -6.88  -0.653
86 O -1.15 0.78 -5.42  -0.300
87 C -2.00 1.79 -4.89  -0.338
88 C -3.11 1.21 -4.01  -0.889
89 C 1.31 1.40 -4.86  -0.584
90 H -2.43 2.34 -5.73  0.488
91 H -1.39 2.54 -4.37  0.303
92 H -2.75 0.39 -3.40  0.106
93 H -3.97 0.99 -4.65  0.402
94 H -3.49 1.98 -3.34  0.197
95 H 2.22 1.68 -5.38  0.525
96 H 1.23 0.46 -4.31  -0.134
97 H 1.04 2.25 -4.23  0.299
98 C -3.84 -1.77 1.92  0.763
99 S -4.76 -2.62 0.56  0.569
100 O -5.49 -3.80 1.05  -0.673
101 C -5.85 -1.27 0.15  -0.845
102 H -2.82 -2.14 1.99  -0.599
103 H -4.25 -1.94 2.92  0.492
104 H -3.70 -0.74 1.60  -0.687
105 H -6.26 -0.77 1.03  0.259
106 H -6.67 -1.67 -0.44  0.416
107 H -5.31 -0.58 -0.51  0.227
108 C -0.75 -4.31 3.04  -0.475
109 S -1.86 -5.11 1.81  0.306
110 O -3.28 -4.95 2.27  -0.538
111 C -1.54 -4.10 0.35  0.134
112 H 0.29 -4.49 2.74  0.233
113 H -0.83 -4.72 4.04  0.389
114 H -0.97 -3.25 3.08  -0.037
115 H -1.82 -3.06 0.53  -0.414
116 H -2.04 -4.59 -0.48  0.432
117 H -0.49 -4.14 0.04  0.004
118 C 2.41 -4.17 -2.11  -0.144
119 S 1.85 -4.07 -3.88  0.431
120 O 0.78 -5.15 -4.03  -0.672
121 C 0.91 -2.54 -3.79  -0.150
122 H 1.45 -4.39 -1.64  0.125
123 H 2.70 -3.18 -1.77  -0.310
124 H 3.18 -4.90 -1.88  0.427
125 H 0.18 -2.72 -4.58  0.484
126 H 1.56 -1.70 -4.03  -0.033
127 H 0.34 -2.40 -2.88  -0.218

- energy above the lowest of the compared OMol25 structures with the same formula, charge and spin (kJ/mol) = 291.5
- molecular weight (u) = 1168.284
- HOMO-LUMO gap (eV) = 7.64
- charge = -1
- LUMO level (eV) = 1.429

=====

[2]
Below is a molecular structure, C5H11NO2 at a distorted geometry, with properties calculated with ωB97M-V/def2-TZVPD.

Last column: Mulliken charge in e.
Positions of all 19 atoms, in Å:
1 C -0.77 -0.36 -1.33  -0.798
2 C 0.08 1.24 -0.68  -0.662
3 C 1.33 -0.97 1.21  -1.134
4 C -0.75 1.84 0.45  -1.018
5 N -0.43 -1.48 -0.61  -0.131
6 C 1.10 -0.89 -0.26  0.805
7 O -1.33 -1.61 0.50  -0.469
8 O 1.93 -0.98 -1.13  -0.517
9 H -1.42 -2.57 0.58  0.362
10 H -0.31 -0.39 -2.32  0.361
11 H -1.81 -0.05 -1.27  0.500
12 H -0.12 1.75 -1.62  0.405
13 H 1.14 1.44 -0.53  0.404
14 H 1.78 -0.04 1.57  0.294
15 H 0.46 -1.16 1.83  0.354
16 H 2.02 -1.80 1.40  0.361
17 H -0.60 2.92 0.50  0.385
18 H -1.82 1.69 0.29  0.270
19 H -0.50 1.40 1.41  0.229

- energy above the lowest of the compared OMol25 structures with the same formula, charge and spin (kJ/mol) = 501.5
- molecular weight (u) = 117.148
- HOMO-LUMO gap (eV) = 9.05
- LUMO level (eV) = 0.737

=====

[3]
Below is a molecular structure, C19H36Br2FN3O4P2 at a distorted geometry, with properties calculated with ωB97M-V/def2-TZVPD.

Last column: Mulliken charge in e.
Positions of all 67 atoms, in Å:
1 C -3.52 1.16 -2.69  -1.219
2 C -2.91 -0.21 -2.38  0.385
3 Br -3.00 -1.21 -4.11  -0.212
4 C -1.46 -0.09 -1.79  -1.084
5 Br -0.35 -1.47 -2.71  0.034
6 C -1.43 -0.38 -0.19  0.055
7 P -1.46 -2.25 -0.18  0.403
8 C -2.90 -2.75 0.87  -1.376
9 O -0.24 -2.81 0.78  -0.518
10 N -2.66 0.28 0.28  -0.043
11 C -2.39 1.65 0.15  -0.628
12 O -3.15 2.55 -0.16  -0.573
13 C -0.89 1.87 0.50  0.964
14 P -0.02 3.00 -0.65  0.215
15 O -0.36 2.83 -2.09  -0.657
16 C -1.07 2.76 1.78  -0.536
17 C 0.17 3.06 2.61  -1.665
18 F -2.12 2.30 2.58  -0.440
19 C -0.33 0.41 0.65  3.652
20 C 1.16 0.18 0.33  -1.822
21 C 1.74 0.37 -1.10  -1.246
22 C 2.60 -0.82 -1.52  -0.762
23 C 3.43 -0.56 -2.77  -1.177
24 C 2.71 -0.79 -4.10  -0.460
25 N 2.06 0.40 -4.66  -0.626
26 C -0.52 -0.16 2.11  -0.273
27 C 0.70 -0.32 3.00  -1.233
28 O 1.12 0.53 3.76  -0.584
29 N 1.32 -1.60 2.91  0.544
30 C 2.70 -1.57 3.38  -1.122
31 C 0.54 -2.62 3.58  -1.044
32 H -4.00 1.17 -3.65  0.486
33 H -2.76 1.93 -2.65  0.278
34 H -4.26 1.42 -1.94  0.279
35 H -3.53 -0.81 -1.73  0.387
36 H -0.98 0.84 -2.09  -0.074
37 H -3.20 -2.03 1.64  0.376
38 H -3.73 -3.04 0.24  0.384
39 H -2.57 -3.64 1.40  0.444
40 H 0.53 -2.89 0.22  0.312
41 H -3.08 -0.03 1.14  0.563
42 H -0.24 4.32 -0.23  0.117
43 H 1.34 2.78 -0.38  0.055
44 H -1.43 3.71 1.41  1.202
45 H 0.07 2.70 3.62  0.480
46 H 0.35 4.13 2.61  0.240
47 H 1.05 2.60 2.17  0.374
48 H 1.69 0.90 0.95  0.192
49 H 1.44 -0.82 0.63  0.541
50 H 1.01 0.65 -1.85  0.056
51 H 2.45 1.19 -1.07  1.051
52 H 2.02 -1.74 -1.59  0.179
53 H 3.29 -0.98 -0.69  0.540
54 H 3.84 0.45 -2.70  0.404
55 H 4.30 -1.22 -2.72  0.439
56 H 3.45 -1.17 -4.80  0.335
57 H 1.97 -1.56 -3.95  0.063
58 H 1.09 0.40 -4.38  0.282
59 H 2.45 1.24 -4.25  0.296
60 H -1.25 0.42 2.68  0.708
61 H -0.95 -1.15 2.06  -0.055
62 H 3.22 -2.40 2.91  0.353
63 H 3.20 -0.66 3.09  0.368
64 H 2.77 -1.73 4.45  0.350
65 H -0.44 -2.72 3.14  0.289
66 H 1.03 -3.58 3.47  0.386
67 H 0.40 -2.39 4.64  0.365

- molecular weight (u) = 611.268
- HOMO-LUMO gap (eV) = 8.38
- LUMO level (eV) = 0.279

=====

[4]
Below is a molecular structure, C2H2CuFMgO at a distorted geometry, with properties calculated with ωB97M-V/def2-TZVPD.

Last column: Mulliken charge in e.
Positions of all 8 atoms, in Å:
1 C 2.75 0.08 -0.19  0.153
2 F 3.04 -1.15 -0.27  -0.001
3 H 3.67 0.67 -0.38  0.358
4 C -1.52 0.50 0.23  0.075
5 O -2.07 -0.56 -0.07  -0.494
6 Mg 0.63 0.72 0.18  0.690
7 Cu -4.27 -1.58 -0.07  0.868
8 H -2.23 1.30 0.57  0.352

- energy above the lowest of the compared OMol25 structures with the same formula, charge and spin (kJ/mol) = 266.9
- molecular weight (u) = 148.886
- HOMO-LUMO gap (eV) = 6.72
- charge = +2
- LUMO level (eV) = -10.079

=====

[5]
Below is a molecular structure, C3H6FO2Tl at a distorted geometry, with properties calculated with ωB97M-V/def2-TZVPD.

Last column: Mulliken charge in e.
Positions of all 13 atoms, in Å:
1 O 2.42 -0.81 0.62  -0.565
2 C 1.94 -0.20 -0.33  0.193
3 C 0.49 0.08 -0.44  -0.281
4 O -0.18 -0.55 0.63  -0.304
5 C -1.56 -0.26 0.69  -0.640
6 Tl 1.19 -1.59 2.16  0.573
7 H 2.58 0.13 -1.16  0.435
8 H 0.34 1.20 -0.43  0.361
9 H -2.00 -0.29 -0.31  0.310
10 H -2.03 -1.02 1.32  0.241
11 H -1.73 0.74 1.13  0.320
12 H 0.12 -0.28 -1.43  0.304
13 F -1.58 2.85 -2.46  -0.948

- energy above the lowest of the compared OMol25 structures with the same formula, charge and spin (kJ/mol) = 236.0
- molecular weight (u) = 297.460
- HOMO-LUMO gap (eV) = 4.32
- LUMO level (eV) = -1.834

=====

Here are the calculated calculated total energy numbers, same order: -8952.729252, -402.187143, -7141.338302, -2092.268140, -540.575436 (hartree).